Entry from OMol25: one molecule with the formula C3H6N2S2 at a distorted geometry (wB97M-V/def2-TZVPD).

Cartesian coordinates (Å):
H 0.42 1.36 2.10
H 1.34 1.09 0.68
H 0.37 1.87 -3.23
H -0.30 0.38 -2.66
N 0.31 1.13 -2.42
H 1.29 0.08 3.36
N 0.94 1.29 -1.34
C 0.85 0.68 -0.28
H 1.85 0.35 1.64
S -0.33 -0.64 1.79
S -1.19 -0.96 -1.05
C -0.01 -0.40 0.04
C 0.93 0.32 2.33

For the frontier orbital gap, the calculation gives 7.8 eV. Its multiplicity is 1. As for the HOMO energy: -8.4 eV. The molar mass comes out at 134.23 g/mol. Its lowest unoccupied orbital energy is -0.61 eV. The net charge is 0. Its SMILES is CSC(=S)/C=N\N.


Entry from OMol25: a 2-piece molecular cluster, C3H3N overall at a distorted geometry (wB97M-V/def2-TZVPD).

Cartesian coordinates (Å):
C 0.22 0.01 1.26
C -1.25 -0.41 -1.88
H -0.78 -0.04 1.54
C 1.33 0.40 1.00
H 0.60 0.56 -1.85
H 2.34 0.58 0.94
N -0.17 0.05 -2.00

For the frontier orbital gap, the calculation gives 12.0 eV. Its multiplicity is 1. As for the HOMO energy: -10.9 eV. The molar mass comes out at 53.06 g/mol. Its lowest unoccupied orbital energy is 1.05 eV. The net charge is 0.


Entry from OMol25: C12H24AlBrFO as an isolated structure at a distorted geometry (wB97M-V/def2-TZVPD).

Cartesian coordinates (Å):
C -0.27 -3.35 3.39
C 2.42 1.36 -2.29
Br 1.57 -2.90 -3.94
C -1.89 0.48 -0.75
H -1.88 2.56 -0.08
C -0.52 -0.89 2.68
H 1.51 1.18 -0.38
H 3.55 3.01 -1.45
H 4.34 1.43 -1.30
C 1.25 1.62 -1.35
H 1.17 2.71 -1.22
H -1.95 0.54 3.39
H 2.15 1.59 -3.33
H 0.72 -3.38 3.85
H -1.67 -0.49 -0.28
H -0.86 -4.19 3.79
H -0.15 -3.53 2.32
H -0.14 1.10 1.15
H 0.34 -0.37 3.13
C -2.07 1.56 0.33
C -0.14 -0.54 -3.46
H -0.19 -1.31 1.73
C -0.99 -2.02 3.62
H -1.15 2.21 -3.01
O -0.07 -2.31 -1.80
H -1.05 2.24 2.12
H -3.11 1.58 0.70
H -2.47 -0.33 1.96
H 0.62 -0.28 -4.19
H -0.84 -1.70 4.66
Al -0.52 0.99 -2.13
C 3.74 2.07 -1.97
H -2.07 -2.17 3.48
H -2.83 0.35 -1.30
F 2.69 -0.04 -2.30
H 4.33 2.26 -2.86
C 0.24 -1.81 -2.83
C -1.14 1.32 1.53
C -1.61 0.16 2.42
H -1.06 -0.74 -4.01

For the frontier orbital gap, the calculation gives 8.3 eV. Its multiplicity is 1. As for the HOMO energy: -5.1 eV. The molar mass comes out at 310.21 g/mol. Its lowest unoccupied orbital energy is 3.18 eV. The net charge is -1.


Entry from OMol25: C24H41F3O3P2STi as an isolated structure at a distorted geometry (wB97M-V/def2-TZVPD).

Cartesian coordinates (Å):
H 1.65 -3.25 0.55
C -1.52 1.10 -3.70
H -2.06 1.65 -2.93
C 1.40 -1.64 2.87
H 0.05 0.47 -2.00
H -2.98 -1.98 2.19
H 3.33 -2.38 3.46
C -0.02 0.85 -0.99
H 2.25 -1.63 -1.02
F 0.80 3.87 3.93
C 1.47 1.07 -3.64
H -2.56 -0.72 -3.34
H -1.72 0.57 4.56
S -0.88 2.79 2.20
H 1.22 -0.41 5.84
H -2.10 -3.13 1.16
H -3.20 1.48 0.27
C 2.46 2.10 -0.01
C -0.74 -1.10 3.65
H -1.11 -2.14 -4.58
C -1.83 -0.52 4.46
C -1.72 -0.22 -3.86
H -0.61 -2.35 -0.60
C -0.88 -2.10 2.61
H -0.04 -3.78 0.52
Ti 0.07 -0.27 1.71
H 1.07 -4.45 1.71
C -0.74 1.98 -4.62
H 3.35 1.94 0.61
O -2.22 2.26 2.28
C 2.89 -1.68 2.74
C -1.03 -1.08 -4.88
H -0.24 1.93 -1.02
H 1.83 2.87 0.46
H 2.28 0.32 4.62
C -1.34 -1.69 -1.09
H 1.62 -1.03 -3.29
F -0.91 2.84 4.85
H 0.79 3.09 -3.54
F -1.19 4.83 3.93
H -1.55 -1.00 -5.86
H 3.62 -0.70 -0.38
C 0.75 2.24 -4.24
H -1.82 -0.94 5.48
O 0.15 1.67 2.32
P -1.46 -0.08 -0.24
H 2.34 1.36 -3.03
P 1.59 0.52 -0.10
H 3.20 -1.99 1.74
H 0.96 -1.66 -5.41
H 2.94 -0.27 -1.97
H -1.23 2.96 -4.57
C 0.66 -0.83 3.82
H -2.81 -0.72 4.02
H 1.26 2.58 -5.16
H 0.67 1.01 4.93
H 2.76 2.42 -1.02
H -2.97 1.33 -1.50
H -3.82 0.04 -0.60
C 1.20 -0.22 -3.91
C 0.45 -2.45 2.14
C -0.53 3.65 3.82
C 0.80 -3.53 1.18
H 0.54 -0.02 -5.96
C 2.69 -0.63 -0.97
O -0.52 3.70 1.14
C 0.46 -0.72 -5.11
H -0.80 1.64 -5.66
H -2.33 -2.17 -1.07
H -2.46 -3.54 2.85
H -1.02 -1.55 -2.14
C -3.01 0.78 -0.56
C -2.17 -2.72 2.18
C 1.24 0.07 4.85
H 3.32 -0.69 2.94

For the frontier orbital gap (spin up / spin down), the calculation gives 8.0 / 8.8 eV. Its multiplicity is 2. As for the HOMO energy (spin up / spin down): -11.0 / -11.7 eV. The molar mass comes out at 576.47 g/mol. Its lowest unoccupied orbital energy (spin up / spin down) is -3.03 / -2.88 eV. The net charge is +1.


Entry from OMol25: C23H29GeN2O2PtSe as an isolated structure (wB97M-V/def2-TZVPD).

Cartesian coordinates (Å):
H 4.52 3.56 -1.62
C -1.79 0.44 3.79
H 1.23 6.06 -3.16
C -0.95 1.30 -1.76
C -1.13 1.03 4.89
N 1.03 -0.84 1.86
H 2.93 0.78 4.81
H -3.06 -2.18 1.61
Se 0.27 1.77 -0.32
H -0.37 -4.93 -3.24
C -2.67 -5.23 -2.03
H -5.15 -4.38 0.10
O 2.22 -1.95 -0.15
H 2.80 2.88 -4.20
H -0.47 -3.15 -3.19
H -1.87 1.88 -1.66
H 1.03 2.99 -4.18
H -1.56 -0.62 1.93
Pt 0.15 -1.70 0.14
C -3.74 -2.17 0.76
H -0.45 4.00 -1.27
C -0.51 -4.07 -2.58
C 0.32 -0.23 2.86
H 0.63 4.22 0.09
H 3.57 2.45 -0.62
C 0.48 3.66 -0.83
C 2.12 5.79 -2.59
H -0.48 1.49 -2.72
H 2.18 6.46 -1.73
H 1.85 1.71 -3.27
N -1.37 -2.04 -0.80
H 0.75 1.45 5.80
H 4.15 -0.34 2.90
H -2.39 -6.01 -2.73
C -2.16 -3.14 -0.92
C 3.08 -0.28 2.96
C -4.21 -4.32 -0.45
C 0.23 0.99 4.96
H -1.17 0.24 -1.65
C 0.99 0.37 3.95
Ge 2.02 3.91 -2.01
C -1.81 -4.17 -1.84
C 1.91 2.76 -3.58
C 2.41 0.33 3.98
H 3.75 4.14 -0.14
C -3.38 -3.24 -0.22
H -2.88 0.47 3.73
H 2.99 5.95 -3.22
H 0.34 -4.00 -1.89
O 4.25 -1.58 0.73
C -1.09 -0.17 2.79
H -1.71 1.51 5.67
C -3.88 -5.33 -1.34
H -4.76 -2.30 1.13
C 3.03 -1.51 0.73
H -3.66 -1.17 0.31
C 3.64 3.47 -0.99
C 2.34 -0.85 1.91
H -4.54 -6.17 -1.50

For the frontier orbital gap, the calculation gives 5.6 eV. Its multiplicity is 1. As for the HOMO energy: -3.4 eV. The molar mass comes out at 712.15 g/mol. Its lowest unoccupied orbital energy is 2.24 eV. The net charge is -1.


Entry from OMol25: a 2-piece molecular cluster, C2H4O2S2 overall at a distorted geometry (wB97M-V/def2-TZVPD).

Cartesian coordinates (Å):
O -1.31 2.00 -0.42
S -1.08 1.03 2.28
H 0.56 0.69 0.32
H 0.69 -1.68 0.70
C 1.05 0.03 -0.43
C 1.12 -1.26 -0.27
O -2.10 -0.36 -0.09
H 1.14 0.58 -1.35
S -1.51 0.84 0.42
H 1.45 -1.89 -1.16

For the frontier orbital gap, the calculation gives 9.2 eV. Its multiplicity is 1. As for the HOMO energy: -10.5 eV. The molar mass comes out at 124.19 g/mol. Its lowest unoccupied orbital energy is -1.23 eV. The net charge is 0. Its SMILES is O=S(=O)=S.C=C.


Entry from OMol25: a 8-piece molecular cluster, C30H75NO8 overall at a distorted geometry (wB97M-V/def2-TZVPD).

Cartesian coordinates (Å):
C -2.60 5.70 1.96
C -0.58 -3.64 2.47
H 2.58 -5.89 -3.38
C 5.85 0.15 3.87
H 2.05 3.57 -2.78
H 3.96 -0.62 4.46
H -0.30 4.25 -0.15
H -5.56 0.37 1.46
O 2.34 -5.84 -2.45
H 0.88 4.88 -2.50
H 3.27 7.76 -2.57
C -0.79 5.14 0.27
H -5.36 -2.02 -1.31
H 2.63 -3.09 -3.96
C -3.45 3.34 -3.25
H -2.83 1.44 -2.41
H -3.37 3.89 0.62
H -2.00 6.56 2.27
H -3.35 6.06 1.25
H -0.62 -0.70 0.26
H 1.06 -1.52 -1.75
H -0.14 1.09 -1.46
H 0.89 -6.60 -0.28
C -0.35 -6.51 -2.76
O -4.34 4.37 -2.81
H 0.26 -7.40 -2.57
H 0.57 -2.36 -3.22
H -3.67 -1.75 -1.18
C -1.02 -2.90 3.72
H 0.43 2.07 -0.07
H -0.74 -6.19 -0.06
C 3.04 -3.15 -2.95
C 1.92 4.56 -2.34
H -0.32 -2.23 5.67
H -0.05 5.83 0.66
H 3.79 -3.94 -2.92
C 0.20 -5.77 -0.44
C 2.59 6.97 -2.25
H -4.24 5.15 -3.36
H 0.32 -3.20 2.04
H -1.58 4.13 -2.44
H 7.55 0.16 5.15
C -0.96 -4.25 -2.10
H -3.58 2.52 -1.28
H -0.65 -0.13 2.61
N 1.37 -4.82 -2.44
O -2.51 3.55 0.88
C 0.80 -2.50 -2.16
H 1.59 7.32 -2.54
C 0.05 0.38 1.96
H 0.81 -3.31 4.81
H 1.65 -3.30 0.19
C 2.96 5.58 -2.74
C -2.03 3.88 -3.40
H -3.80 2.99 -4.23
C -4.51 -2.23 -0.65
H 4.95 5.62 -2.60
H 3.03 5.66 -3.83
H -0.37 -3.01 -0.40
H 2.93 -4.39 -0.26
H -4.63 1.76 -2.47
H -1.12 -4.01 -3.16
O -3.60 -1.65 1.52
H -3.07 -0.86 1.32
H -2.86 -3.55 3.91
H 6.06 -0.76 3.31
H 0.15 1.42 2.28
H -5.74 0.17 -0.24
C 1.91 -3.53 -1.96
H -4.16 0.53 0.39
H -1.41 3.08 -3.81
H -2.00 4.77 -4.02
H 3.48 -2.19 -2.68
H 1.27 0.61 -0.56
H 6.41 -1.05 5.63
C 0.10 -5.32 -1.90
C -5.06 -0.05 0.59
O 6.47 1.26 3.25
C -0.52 -2.92 -1.48
H -1.38 -6.76 -2.50
H 1.90 4.44 -1.25
H 2.57 6.97 -1.16
H 6.05 1.38 2.39
H -1.05 4.23 2.17
H -4.37 -3.29 -0.48
H -1.35 5.59 -0.55
C -4.77 -1.53 0.67
H -0.35 -6.26 -3.82
C 0.28 1.06 -0.46
C 6.48 -0.03 5.24
H 0.57 -4.98 0.20
H 4.01 1.12 4.57
H 0.63 -1.65 4.34
C 0.06 -2.52 4.69
C 2.46 -3.44 -0.52
H 3.25 -2.69 -0.45
C -0.61 0.35 0.57
H -3.11 5.37 2.87
H -1.95 -4.50 -1.70
H -0.32 -4.68 2.69
H -5.59 -2.02 1.21
C 4.33 0.27 3.96
O -1.90 0.90 0.62
O -2.04 -3.62 4.42
O 4.20 5.14 -2.26
C -3.64 2.17 -2.31
C -1.70 4.62 1.38
H 3.83 0.25 2.99
H -1.80 1.87 0.70
H -1.29 -2.17 -1.65
H 6.15 0.66 6.02
H 1.04 -0.07 2.04
H -1.39 -3.58 1.75
H -1.51 -1.97 3.39

For the frontier orbital gap, the calculation gives 8.9 eV. Its multiplicity is 1. As for the HOMO energy: -8.5 eV. The molar mass comes out at 577.93 g/mol. Its lowest unoccupied orbital energy is 0.37 eV. The net charge is 0. Its SMILES is CC1(C)CCCC(C)(C)N1O.CC(C)O.CC(C)O.CC(C)O.CC(C)O.CC(C)O.CC(C)O.CC(C)O.


Entry from OMol25: one molecule with the formula C5H8N2O at a distorted geometry (wB97M-V/def2-TZVPD).

Cartesian coordinates (Å):
N 2.11 -0.93 0.04
N 0.89 -1.60 -0.18
H 0.34 -0.47 1.20
H 0.23 1.67 1.10
H -1.86 0.65 1.24
C -0.24 -0.66 0.36
C -0.47 0.48 -0.53
H 1.00 -2.66 0.03
O -3.05 -0.43 -0.13
H 0.61 2.24 -0.62
H -0.78 0.16 -1.60
C 2.07 0.49 -0.13
C 0.60 1.33 0.03
H -2.99 -0.99 -0.95
H 3.18 0.73 -0.22
C -1.65 0.00 0.36

For the frontier orbital gap, the calculation gives 9.2 eV. Its multiplicity is 1. As for the HOMO energy: -8.5 eV. The molar mass comes out at 112.13 g/mol. Its lowest unoccupied orbital energy is 0.74 eV. The net charge is 0. Its SMILES is O[C@@H]1[C@H]2CC=NN[C@H]12.


Entry from OMol25: C11H13CuF6O3S5 as an isolated structure (wB97M-V/def2-TZVPD).

Cartesian coordinates (Å):
F 1.83 4.11 1.47
S -3.11 2.69 -1.93
C 2.71 0.62 2.38
H 1.56 -2.06 -1.12
C 1.78 1.78 1.94
F 3.69 0.36 1.49
H -1.45 -2.16 -4.57
F 3.16 3.48 3.03
H -4.46 -3.06 -1.67
S -2.56 2.41 1.28
Cu -0.70 1.74 0.13
S -0.31 -1.26 0.13
C -1.76 -2.23 -3.54
F 3.61 3.02 0.97
H 0.85 -3.36 -0.10
H 0.07 2.80 2.73
H -3.71 -3.00 -4.02
O -0.96 -1.75 1.38
S -3.94 1.95 -0.22
C -2.61 -2.33 -0.89
C 1.13 -2.31 -0.15
O 1.93 0.30 -1.65
F 3.35 0.84 3.57
C -3.03 -2.70 -3.23
C -3.46 -2.74 -1.91
H 0.06 -1.40 -2.76
O 1.27 1.48 0.73
H 0.08 1.07 3.02
H 1.89 0.71 -0.76
C -1.33 -1.90 -1.21
C 0.70 1.96 3.02
S -1.30 1.65 -2.10
C 2.60 3.09 1.85
F 2.02 -0.51 2.54
H 1.23 0.78 -2.11
C -0.91 -1.82 -2.53
H -2.91 -2.32 0.15
H 1.85 -2.05 0.63
H 1.11 2.13 4.02

For the frontier orbital gap, the calculation gives 5.4 eV. Its multiplicity is 1. As for the HOMO energy: -0.5 eV. The molar mass comes out at 531.09 g/mol. Its lowest unoccupied orbital energy is 4.82 eV. The net charge is -2.


Entry from OMol25: a 2-piece molecular cluster, C3H6O2 overall (wB97M-V/def2-TZVPD).

Cartesian coordinates (Å):
C 1.45 0.22 -0.05
O 2.65 0.38 -0.15
H -1.14 0.18 -2.15
C -0.52 -0.63 1.12
H -1.17 -0.17 0.37
H -1.54 1.52 -1.54
C 0.81 -0.54 1.04
H 1.47 -0.99 1.77
O -1.75 0.58 -1.52
H -1.01 -1.19 1.91
H 0.75 0.64 -0.80

For the frontier orbital gap, the calculation gives 10.3 eV. Its multiplicity is 1. As for the HOMO energy: -9.9 eV. The molar mass comes out at 74.08 g/mol. Its lowest unoccupied orbital energy is 0.39 eV. The net charge is 0. Its SMILES is C=CC=O.O.


Entry from OMol25: C6H12B2Br3O3 as an isolated structure at a distorted geometry (wB97M-V/def2-TZVPD).

Cartesian coordinates (Å):
H 3.60 2.27 0.42
H 0.02 -5.75 2.31
O 0.74 1.30 1.30
H -1.04 -1.93 -0.91
C -0.80 -1.12 -0.14
H 3.42 0.78 -0.84
Br 0.59 -4.62 0.17
C 2.99 1.72 -0.37
C -2.22 2.27 -0.69
H -0.50 3.66 -0.72
H -0.04 -1.56 0.59
C -0.83 2.73 -0.15
C 1.70 2.21 -0.86
H -0.98 3.08 0.93
H -3.04 2.05 0.09
O -2.55 2.16 -1.88
H 1.10 0.40 1.33
H -0.33 -0.54 -2.77
O 0.30 0.04 -2.30
Br 0.24 -3.41 3.12
C -0.30 -4.80 1.88
Br -2.23 -4.88 1.69
B -0.06 0.14 -0.89
B 0.34 1.57 -0.12
H 1.62 3.02 -1.66
H -1.73 -0.81 0.44

For the frontier orbital gap, the calculation gives 4.1 eV. Its multiplicity is 1. As for the HOMO energy: -2.3 eV. The molar mass comes out at 393.49 g/mol. Its lowest unoccupied orbital energy is 1.87 eV. The net charge is -1.


Entry from OMol25: C18H45NO16P2S4 as an isolated structure (wB97M-V/def2-TZVPD).

Cartesian coordinates (Å):
C 0.77 5.94 -10.34
H 2.33 -0.13 0.07
C -4.37 -8.33 3.56
H 2.42 5.77 -4.66
O -4.16 -8.04 2.16
H -5.70 -7.86 5.17
H -0.16 6.48 -10.51
H 3.32 7.02 -3.77
C 1.87 6.91 -9.95
H 2.01 2.29 0.57
O 1.69 -3.88 6.02
H -2.52 -6.24 -0.31
H 3.60 4.00 -3.30
C 2.90 6.01 -3.71
S 0.50 -4.67 6.08
H 0.38 2.68 2.00
H -2.04 -3.08 1.15
H 0.98 -6.48 4.78
H -2.76 -0.96 0.08
C -3.04 -2.69 1.30
H -4.62 -9.39 3.59
P -2.08 -0.07 2.17
H 1.05 5.42 -11.25
C 1.63 1.51 1.24
H -3.67 -3.15 0.54
H -3.97 -7.28 -0.40
H -2.60 -1.37 4.14
O -0.76 -3.71 6.06
H -2.61 1.67 4.52
S 1.54 7.16 -7.39
H 3.33 0.29 1.45
H 2.31 9.26 -6.71
S -3.37 -6.72 1.79
O -4.24 -5.60 1.86
O 2.83 6.56 -7.18
C -3.03 -7.10 0.11
O -0.05 -1.22 0.11
P 0.33 -1.47 1.49
C 1.43 8.67 -6.50
H 1.91 -4.94 3.20
H -0.64 -2.99 5.42
H 5.45 5.15 1.10
O 0.60 -3.00 1.84
H 2.15 6.01 -2.93
H -3.42 -3.01 2.27
O -2.15 -6.70 2.55
O -0.73 -1.04 2.58
H 4.70 4.96 -4.27
C -3.06 -1.17 1.10
H -5.22 -6.45 4.21
H -2.66 0.45 5.82
H 0.79 -2.86 3.89
H -4.09 -0.80 1.20
C -5.49 -7.50 4.16
H -6.40 -7.59 3.56
C 0.36 -5.60 4.57
H 2.09 7.60 -10.77
C 4.00 5.00 -3.44
C 0.83 -4.91 3.28
H -0.79 -3.51 3.29
C 2.30 0.18 1.12
H -1.23 0.63 4.80
H -2.39 -7.98 0.08
H 0.52 9.19 -6.81
O 1.50 7.77 -8.85
O 4.81 5.36 -2.30
O 0.29 -5.56 7.17
C 5.71 5.26 0.05
H 6.12 6.24 -0.15
S 4.22 5.08 -0.86
O 3.32 6.14 -0.50
C -2.87 -0.37 3.81
N 0.71 1.72 2.07
H -3.44 -8.19 4.10
H 0.40 -5.49 2.45
H 2.80 6.39 -9.69
O 0.36 6.39 -7.16
H -3.96 -0.30 3.69
H 6.40 4.47 -0.26
C 0.30 -3.50 3.15
O 3.76 3.73 -0.80
O 1.71 -0.82 1.94
H 1.38 8.41 -5.45
C -2.32 0.66 4.81
H -0.68 -5.92 4.49
H 0.60 5.21 -9.56

For the frontier orbital gap, the calculation gives 8.9 eV. Its multiplicity is 1. As for the HOMO energy: -8.4 eV. The molar mass comes out at 721.77 g/mol. Its lowest unoccupied orbital energy is 0.49 eV. The net charge is 0.


The records above give, respectively, electronic energy values of -27855.0260 -4645.7623 -94240.1936 -92371.3455 -156507.4478 -27901.3878 -50194.9952 -10334.8848 -132885.5351 -7302.0920 -224036.9816 -115566.4870 eV.